{"formula": "C33H49BN10O2PS5Tm", "method": "the ωB97M-V functional and the def2-TZVPD basis", "spin_multiplicity": 3, "charge": 2, "gap_ev": [6.04, 6.04], "elements": ["Tm", "C", "C", "C", "C", "N", "N", "B", "N", "N", "C", "C", "C", "C", "C", "S", "C", "C", "C", "C", "N", "N", "C", "C", "C", "C", "C", "S", "C", "C", "C", "C", "C", "S", "C", "C", "C", "C", "H", "H", "H", "H", "H", "H", "H", "H", "H", "H", "H", "H", "H", "H", "H", "H", "H", "H", "H", "H", "H", "H", "H", "H", "H", "H", "H", "H", "H", "H", "H", "H", "H", "H", "H", "H", "H", "H", "H", "S", "C", "S", "C", "C", "N", "C", "N", "N", "C", "P", "O", "O", "C", "N", "H", "H", "H", "H", "H", "H", "H", "H", "H", "H"], "xyz": [[-0.269, -2.391, 2.911], [-1.484, -4.454, -1.587], [-0.625, -3.246, -1.339], [0.573, -3.113, -2.041], [1.324, -1.916, -2.030], [0.938, -0.886, -1.356], [-0.177, -1.015, -0.586], [-0.447, 0.390, 0.165], [-1.762, 0.851, 0.672], [-2.652, 1.042, -0.294], [-3.525, 2.004, -0.122], [-3.751, 2.583, 1.107], [-3.000, 2.191, 2.202], [-3.325, 2.733, 3.573], [-2.004, 1.174, 1.952], [-1.150, 0.457, 3.309], [-4.381, 2.239, -1.315], [-3.784, 3.387, -2.191], [-4.376, 0.954, -2.185], [-5.863, 2.556, -0.982], [0.248, 1.533, -0.678], [0.019, 1.880, -1.942], [0.606, 3.009, -2.366], [1.330, 3.826, -1.488], [1.570, 3.443, -0.191], [2.396, 4.193, 0.848], [1.099, 2.124, 0.123], [1.275, 1.209, 1.585], [0.634, 3.317, -3.824], [-0.315, 4.513, -4.137], [2.073, 3.684, -4.263], [0.096, 2.157, -4.620], [-0.983, -2.133, -0.515], [-2.072, -2.373, 0.840], [2.703, -1.874, -2.653], [3.670, -2.748, -1.849], [2.693, -2.498, -4.077], [3.214, -0.474, -2.733], [-2.370, -4.293, -2.162], [-1.781, -4.910, -0.599], [-0.828, -5.185, -2.131], [0.832, -3.990, -2.684], [-4.513, 3.347, 1.231], [-2.435, 3.056, 4.093], [-3.794, 1.931, 4.219], [-4.027, 3.532, 3.394], [-2.772, 3.233, -2.592], [-3.668, 4.263, -1.526], [-4.577, 3.554, -2.982], [-3.395, 0.688, -2.550], [-5.089, 1.062, -3.058], [-4.769, 0.158, -1.504], [-5.985, 3.375, -0.265], [-6.374, 1.726, -0.484], [-6.479, 2.874, -1.852], [1.806, 4.726, -1.900], [2.455, 5.232, 0.488], [3.435, 3.778, 0.847], [1.992, 4.151, 1.851], [-0.196, 5.339, -3.364], [-1.387, 4.231, -4.143], [0.000, 4.861, -5.190], [2.459, 4.584, -3.741], [2.153, 3.841, -5.382], [2.745, 2.844, -4.132], [-0.981, 1.892, -4.408], [0.701, 1.238, -4.337], [0.176, 2.344, -5.677], [3.405, -3.789, -1.921], [3.689, -2.474, -0.828], [4.769, -2.576, -2.255], [2.409, -3.571, -4.089], [3.672, -2.419, -4.493], [1.980, -1.886, -4.638], [3.139, 0.013, -1.769], [2.798, 0.193, -3.491], [4.325, -0.310, -2.827], [1.728, -3.469, 1.689], [0.899, -4.942, 2.099], [-0.232, -4.954, 3.358], [1.194, -6.072, 1.280], [1.640, -5.913, -0.036], [2.047, -5.814, -1.147], [1.143, -7.380, 1.814], [1.343, -8.531, 2.078], [2.615, -3.828, 5.299], [1.868, -2.978, 6.351], [0.766, -1.796, 5.490], [1.417, -1.564, 4.088], [-0.677, -2.243, 5.180], [0.922, -0.332, 6.528], [1.249, 0.783, 5.549], [3.058, -3.435, 4.458], [2.076, -4.704, 5.015], [3.484, -4.049, 5.809], [2.534, -2.725, 7.208], [1.182, -3.706, 6.738], [1.816, -0.324, 7.179], [0.014, -0.080, 7.058], [0.571, 0.700, 4.708], [2.189, 0.660, 5.185], [1.122, 1.707, 5.946]], "forces_ev_per_angstrom": [[-1.137, 0.295, -1.213], [1.524, -1.441, 1.627], [0.586, 1.115, -1.654], [-1.629, -1.237, -0.346], [0.815, -0.990, 0.169], [-0.936, 0.094, 0.856], [-1.087, 1.029, 0.797], [2.606, -1.171, -1.536], [-0.533, -0.802, 1.831], [1.220, 1.311, -0.727], [-0.839, -1.669, -1.072], [0.844, 0.802, 1.988], [-0.494, -0.778, -0.488], [-0.274, -1.525, -0.163], [0.338, 1.014, 1.441], [-0.833, -0.419, -0.395], [-0.634, -0.147, -2.186], [-1.011, 0.496, 0.664], [-1.697, -0.180, 0.213], [-0.221, 0.596, 0.449], [-0.621, -0.275, -0.414], [0.105, 0.982, -0.361], [-0.057, -1.821, 0.592], [0.839, 0.654, 0.887], [0.481, -1.005, 0.463], [0.584, 0.070, -1.690], [0.331, 1.558, 1.026], [-1.140, -0.559, -1.461], [-1.197, 0.915, -0.861], [0.679, 1.142, -0.382], [0.030, 0.210, -1.064], [-0.080, -2.228, 0.687], [1.473, -0.057, 1.199], [0.115, 0.508, -0.540], [0.681, -1.028, -1.346], [2.053, 0.581, -1.107], [-1.421, 0.159, 0.677], [1.976, 1.937, 0.519], [-0.554, 0.497, -0.340], [0.198, 0.354, -1.040], [-0.812, 0.478, 0.526], [0.195, 1.059, 0.754], [0.134, -0.092, -0.082], [0.183, 0.275, 0.075], [0.406, 0.845, -0.768], [-0.156, 0.360, 0.477], [-0.471, -0.543, -0.070], [-0.380, 0.099, -0.556], [1.320, 0.209, 0.674], [0.170, -0.053, -0.070], [0.798, -0.030, 1.022], [0.360, 0.199, -0.890], [0.262, 0.144, -0.163], [0.191, -0.221, -0.298], [0.706, -0.471, 0.311], [-0.521, -0.248, 0.472], [0.115, -0.243, 0.468], [-0.776, 0.286, 0.132], [-0.200, -0.091, 0.044], [-0.027, -0.695, -1.173], [0.681, 0.026, -0.039], [-0.790, -0.148, 1.718], [-0.136, -0.582, -0.518], [-0.524, 0.190, 1.243], [0.239, -0.187, 0.551], [1.140, 0.479, -0.027], [-0.702, 0.818, -0.652], [0.148, 0.056, -0.416], [0.022, -0.428, -0.022], [0.019, 0.302, 1.253], [-2.285, -0.499, 0.660], [0.067, 0.717, 0.027], [0.675, 0.148, -0.389], [0.145, -0.399, -0.496], [-0.706, 0.282, 0.373], [-0.465, -0.289, 0.024], [-0.806, -1.116, -0.546], [0.235, 0.534, -0.444], [1.094, -1.418, -2.566], [-0.296, -0.544, 1.502], [-0.999, 1.607, 2.203], [2.179, 0.330, -4.047], [-1.513, -0.195, 3.420], [0.834, -5.220, 0.556], [-1.069, 4.649, -0.702], [1.183, -0.823, 1.161], [-0.181, -1.249, -0.901], [-0.811, -1.002, -2.611], [0.388, 0.679, 2.700], [2.026, 0.641, 1.586], [1.148, 1.615, -0.224], [-1.709, -0.550, -1.017], [-1.209, 0.808, -0.428], [0.547, 1.171, 0.218], [-0.405, -1.000, -0.113], [-0.367, 0.338, -1.047], [-0.490, -0.449, 0.607], [-0.776, -0.510, 0.087], [-0.156, -0.013, 0.183], [0.755, 0.558, 0.585], [0.178, 0.150, -0.209], [0.112, 0.267, 0.174]]}

{"formula": "C33H49IrN4O3P", "method": "the ωB97M-V functional and the def2-TZVPD basis", "spin_multiplicity": 6, "charge": 2, "gap_ev": [4.60, 5.98], "elements": ["Ir", "C", "C", "O", "C", "C", "C", "N", "N", "C", "O", "C", "C", "C", "C", "C", "C", "H", "H", "H", "H", "H", "H", "H", "H", "H", "H", "H", "H", "N", "C", "C", "C", "N", "H", "H", "H", "H", "O", "P", "C", "C", "C", "C", "C", "C", "C", "C", "C", "C", "C", "C", "C", "C", "C", "C", "C", "C", "H", "H", "H", "H", "H", "H", "H", "H", "H", "H", "H", "H", "H", "H", "H", "H", "H", "H", "H", "H", "H", "H", "H", "H", "H", "H", "H", "H", "H", "H", "H", "H", "H"], "xyz": [[-0.444, 0.732, 1.363], [3.182, 2.522, 2.750], [1.700, 2.229, 2.747], [1.155, 2.054, 1.608], [0.983, 2.074, 3.978], [-0.123, 1.156, 4.170], [-0.372, 0.880, 5.619], [-0.859, 0.491, 3.187], [-1.840, -0.441, 3.541], [-2.346, -0.923, 2.408], [-1.909, -0.666, 1.259], [-3.512, -1.841, 2.444], [-3.598, -2.699, 3.567], [-4.356, -3.856, 3.539], [-5.272, -4.003, 2.507], [-5.425, -2.978, 1.571], [-4.479, -1.985, 1.483], [3.719, 1.494, 2.683], [3.564, 3.004, 3.724], [3.477, 3.032, 1.819], [1.504, 2.466, 4.848], [-1.270, 0.174, 5.668], [-0.661, 1.760, 6.173], [0.472, 0.394, 6.109], [-2.920, -2.535, 4.431], [-4.229, -4.592, 4.336], [-5.931, -4.857, 2.481], [-6.270, -2.951, 0.913], [-4.416, -1.292, 0.660], [-0.743, 3.648, 0.592], [-1.683, 4.527, 0.152], [-2.896, 4.181, 0.757], [-2.684, 2.924, 1.346], [-1.353, 2.661, 1.325], [0.186, 3.696, 0.208], [-1.507, 5.365, -0.516], [-3.850, 4.700, 0.743], [-3.379, 2.359, 1.820], [-0.111, 0.720, -0.764], [0.976, -0.122, -1.441], [2.011, 1.009, -2.511], [3.247, 1.771, -1.873], [2.958, 3.142, -1.306], [2.177, 3.993, -2.402], [0.910, 3.365, -3.003], [0.998, 1.884, -3.340], [2.237, -0.924, -0.266], [1.689, -1.736, 0.960], [1.580, -3.265, 0.646], [2.850, -3.888, 0.048], [3.254, -3.128, -1.250], [3.437, -1.673, -0.885], [0.152, -1.622, -2.275], [0.064, -1.598, -3.840], [-1.200, -0.908, -4.441], [-2.456, -1.385, -3.657], [-2.388, -1.273, -2.184], [-1.199, -1.956, -1.614], [2.415, 0.329, -3.299], [3.946, 1.917, -2.699], [3.840, 1.063, -1.243], [3.907, 3.711, -1.306], [2.437, 3.241, -0.315], [2.974, 4.253, -3.099], [1.808, 4.953, -1.994], [0.551, 3.920, -3.884], [0.151, 3.643, -2.235], [1.307, 1.808, -4.401], [-0.040, 1.441, -3.297], [2.677, -0.028, 0.223], [0.711, -1.339, 1.276], [2.464, -1.570, 1.722], [0.766, -3.394, -0.064], [1.257, -3.840, 1.547], [2.699, -4.943, -0.220], [3.708, -3.861, 0.709], [2.501, -3.229, -2.060], [4.205, -3.585, -1.641], [3.697, -1.129, -1.780], [4.301, -1.518, -0.249], [0.812, -2.420, -2.110], [-0.030, -2.664, -4.130], [0.929, -1.086, -4.278], [-1.425, -1.207, -5.505], [-1.123, 0.189, -4.484], [-2.664, -2.442, -3.944], [-3.232, -0.684, -3.971], [-3.252, -1.809, -1.751], [-2.521, -0.269, -1.844], [-1.350, -3.046, -1.737], [-1.227, -1.715, -0.550]], "forces_ev_per_angstrom": [[0.288, -0.020, -2.627], [0.919, -0.871, 0.872], [-0.079, 0.057, 0.627], [0.353, -1.057, -0.408], [-0.934, -1.821, -1.370], [1.117, 0.972, 0.577], [-2.407, -1.898, -0.198], [0.309, -0.221, 3.235], [2.477, 2.346, 0.774], [-4.058, -2.922, 0.418], [1.761, 1.986, -2.724], [2.297, 2.063, -0.048], [0.781, -1.732, 3.322], [-0.504, -0.129, -0.256], [0.138, -2.533, 2.664], [0.257, 2.013, -1.569], [0.304, 0.925, -1.351], [-0.938, 1.460, 0.204], [-0.689, -0.562, -1.728], [-0.095, 0.126, 0.588], [-0.434, -0.315, 0.053], [1.319, 0.878, 0.249], [0.141, 0.437, 0.044], [0.047, 0.093, -0.151], [-0.636, -0.020, -0.707], [-0.278, 0.230, -0.331], [0.026, -0.052, -0.060], [-0.256, -0.124, -0.294], [-0.528, 0.083, -0.287], [-2.563, 1.023, -0.846], [-0.725, -0.178, 1.358], [-0.054, -0.706, -0.739], [3.220, 3.503, -1.218], [-0.405, 0.268, -0.901], [0.385, -1.003, 0.539], [0.412, -0.205, 0.323], [0.367, -0.087, -0.317], [-1.606, -1.893, 1.501], [-0.068, 0.281, 1.717], [1.678, -1.628, -0.412], [-0.436, -0.601, -0.624], [-0.333, -1.478, -0.200], [-0.847, 1.750, -0.594], [0.249, 0.086, 0.474], [-0.132, 0.678, 0.908], [-0.544, -0.399, -0.414], [-0.568, 0.685, 1.132], [0.774, -0.773, -1.182], [-0.290, -0.025, 0.835], [-0.253, 0.126, -1.364], [0.203, -0.936, 0.509], [-0.149, 0.920, -1.195], [-0.600, 2.124, -1.083], [-1.138, 0.516, -0.430], [-0.536, -0.855, 0.114], [0.017, 0.651, -1.626], [-0.969, -0.861, 0.542], [0.743, -0.447, 0.579], [-0.009, 0.176, 0.801], [-0.152, 0.176, -0.250], [-0.689, 0.725, -0.004], [-0.312, -0.488, 0.825], [0.596, -0.604, -0.789], [-0.361, -0.053, -0.558], [0.659, -0.292, 0.091], [0.394, -0.141, 0.165], [-0.011, -0.918, -0.367], [-0.138, 0.008, 0.516], [1.104, 0.418, -0.034], [-0.264, -0.118, -0.460], [0.130, -0.203, 0.306], [-0.510, -0.121, 0.239], [-0.147, -0.071, -0.198], [0.314, 0.567, -0.457], [-0.200, 0.239, 0.323], [0.037, 0.112, 0.403], [0.416, -0.152, 0.529], [-0.824, 0.672, 0.286], [0.282, 0.243, -0.533], [0.083, -0.222, 0.440], [1.041, -0.809, 0.686], [0.565, 0.559, -0.084], [0.186, -0.699, 0.052], [0.809, 0.153, 0.972], [-0.019, -0.314, 0.344], [-0.106, 0.779, 0.022], [-0.511, -0.661, -0.352], [0.072, 0.228, -0.194], [0.342, 0.973, 0.182], [0.193, 0.367, 0.159], [0.498, -0.461, 0.037]]}